Molecular formula: C51H47BrF6N2O21S
Method: DFT, the ωB97M-V functional and the def2-TZVPD basis

Geometry as XYZ:
```
129
C51H47BrF6N2O21S the ωB97M-V functional and the def2-TZVPD basis
H -8.1872 3.2118 -5.1224
N -8.4104 2.6888 -4.2774
C -7.4856 2.7713 -3.4182
C -7.6534 2.0576 -2.1083
C -6.2170 3.5926 -3.6728
C -4.9679 2.7954 -3.4654
C -4.1583 2.7950 -2.3961
S -4.4313 3.8082 -0.9589
O -5.7906 4.2563 -0.9226
O -3.8399 3.1849 0.1811
C -3.4549 5.3321 -1.4348
F -2.3454 4.9809 -2.0857
F -4.2379 6.0278 -2.2906
C -3.1488 6.2567 -0.2278
F -2.5871 5.5958 0.7783
F -4.2990 6.7931 0.1896
F -2.3227 7.2338 -0.6153
C -2.9025 1.9758 -2.3808
O -1.9617 2.3113 -1.7077
C -2.8933 0.7764 -3.2644
C -2.0528 -0.2964 -2.9813
O -1.3353 -0.2989 -1.8310
C 0.0305 0.1203 -1.9257
C 0.7816 -0.2562 -0.6629
C 2.2198 0.2887 -0.7650
C 0.7531 -1.7498 -0.3552
C 0.9727 -2.0967 1.1217
C 1.3072 -3.5895 1.2287
C -0.3258 -1.8256 1.8857
C -2.0346 -1.4186 -3.8049
C -1.1603 -2.5680 -3.3550
C -1.9200 -3.5528 -2.4854
F -0.5886 -3.2270 -4.4477
C -2.8512 -1.4770 -4.9357
C -2.8754 -2.6991 -5.8168
C -1.9169 -2.6801 -7.0016
C -0.9995 -1.5036 -7.1670
N -1.9638 -3.6846 -7.7675
H -1.2890 -3.5957 -8.5250
C -3.6670 -0.3816 -5.2274
Br -4.7462 -0.4913 -6.7756
C -3.7139 0.7410 -4.3957
C -4.6024 1.9079 -4.6461
O -5.0625 2.1901 -5.7244
H -8.1483 2.7289 -1.4033
H -6.7044 1.7922 -1.6471
H -8.2726 1.1782 -2.2535
H -6.2213 4.4938 -3.0659
H -6.2571 3.8943 -4.7170
H 0.0515 1.2051 -2.0372
H 0.5009 -0.3152 -2.8169
H 0.2727 0.2740 0.1471
H 2.3580 1.1618 -0.1287
H 2.4504 0.5995 -1.7852
H 2.9388 -0.4679 -0.4576
H -0.2014 -2.1953 -0.6460
H 1.5224 -2.2443 -0.9632
H 1.7846 -1.5039 1.5448
H 2.3468 -3.7857 0.9596
H 0.6920 -4.1312 0.5072
H 1.0857 -3.9868 2.2180
H -0.1814 -1.9314 2.9604
H -1.0747 -2.5635 1.5822
H -0.7429 -0.8399 1.6793
H -0.3253 -2.1743 -2.7838
H -2.4253 -2.9905 -1.6983
H -2.6834 -4.0703 -3.0650
H -1.2401 -4.2670 -2.0240
H -3.8772 -2.8746 -6.1961
H -2.6115 -3.5735 -5.2272
H -0.2937 -1.4477 -6.3368
H -0.4305 -1.6044 -8.0903
H -1.5594 -0.5688 -7.2110
O 2.1817 -1.6913 4.1445
C 2.2346 -1.6415 5.3611
C 1.2768 -2.2633 6.2496
C 1.4396 -2.1315 7.5739
O 0.6277 -2.6584 8.4746
C 2.5891 -1.3513 8.1716
O 2.6313 -1.2906 9.3861
C 3.5524 -0.7381 7.2806
C 3.3917 -0.8761 5.9581
O 4.2158 -0.3682 5.0515
H 0.4572 -2.8176 5.8143
H 0.9835 -2.3968 9.3471
H 4.3806 -0.1923 7.7126
H 3.8454 -0.6215 4.1828
O 1.8383 -10.7837 3.1342
C 1.2864 -9.8464 2.5884
C 0.0356 -9.9334 1.8641
C -0.4636 -8.8267 1.2968
O -1.5965 -8.7922 0.6137
C 0.2352 -7.4894 1.3839
O -0.3025 -6.5531 0.8201
C 1.4778 -7.3980 2.1198
C 1.9758 -8.5045 2.6898
O 3.1014 -8.5363 3.3836
H -0.4565 -10.8937 1.8047
H -1.7056 -7.8674 0.3167
H 1.9658 -6.4356 2.1842
H 3.2177 -9.4642 3.6695
O 0.9442 7.7237 -5.2383
C 0.4740 8.7091 -4.6999
C 0.7383 10.0762 -5.0990
C 0.1682 11.0777 -4.4133
O 0.3449 12.3586 -4.6933
C -0.7444 10.8344 -3.2315
O -1.1924 11.8196 -2.6757
C -1.0202 9.4668 -2.8464
C -0.4511 8.4677 -3.5333
O -0.6457 7.1898 -3.2411
H 1.3929 10.2452 -5.9420
H -0.1796 12.8553 -4.0342
H -1.6811 9.2854 -2.0112
H -0.1114 6.6765 -3.8779
O 6.6429 0.6435 7.3530
C 7.6217 0.0095 7.7057
C 8.0326 -0.1846 9.0781
C 9.1445 -0.8923 9.3255
O 9.6148 -1.1293 10.5377
C 9.9833 -1.4939 8.2197
O 10.9782 -2.1042 8.5641
C 9.5577 -1.3166 6.8474
C 8.4441 -0.6124 6.6005
O 7.9565 -0.3964 5.3901
H 7.4302 0.2517 9.8622
H 10.4292 -1.6566 10.4149
H 10.1531 -1.7633 6.0641
H 7.1399 0.1292 5.5125
```

Its HOMO-LUMO gap is 7.659 eV. Its structure (SMILES) is [H]/N=C(/C)CC1=C(S(=O)(=O)C(F)(F)C(F)(F)F)C(=O)c2c(OC[C@H](C)CC(C)C)c([C@@H](C)F)c(C/C(C)=N/[H])c(Br)c2C1=O.O=C1C=C(O)C(=O)C=C1O.O=C1C=C(O)C(=O)C=C1O.O=C1C=C(O)C(=O)C=C1O.O=C1C=C(O)C(=O)C=C1O. Its net charge is 0. As for the HOMO energy: -9.57 eV. The value obtained for the max |F| is 0.6 eV/Å. The LUMO energy comes out at -1.91 eV.